Record 1
# C9H21GaI2N3O2S

A structure of composition C9H21GaI2N3O2S in a non-equilibrium geometry (ωB97M-V/def2-TZVPD, the Open Molecules 2025 dataset).

```
39
Properties=species:S:1:pos:R:3:forces:R:3
C -0.2560 0.1089 3.2879 0.1 -0.7 1.2
C -0.1666 -1.4322 3.0034 1.1 0.0 -0.8
I -1.3634 -2.5991 4.4386 0.5 0.9 0.0
C -0.4117 -1.8228 1.4749 -0.1 0.7 1.1
I -1.0345 -3.8996 1.2812 0.5 0.3 -0.7
Ga -1.6931 -0.5872 0.4422 1.3 0.3 -1.3
C -0.8250 1.2551 0.0273 0.1 0.0 -0.3
C 0.4854 0.9497 -0.8141 -0.5 0.6 0.9
C 1.3775 2.2192 -1.0496 0.0 0.0 -0.5
C 2.5859 1.9738 -2.0679 -0.4 0.8 0.7
N 2.4405 0.7209 -2.8577 1.4 0.1 1.4
C 3.5662 -0.1560 -2.7350 0.0 -0.1 -1.7
N 4.2202 -0.5465 -3.7757 -0.3 -0.3 0.9
N 3.9426 -0.6411 -1.4284 -1.8 0.1 -1.3
S -3.8132 -0.3997 1.3639 -2.9 1.4 3.2
C -5.0388 -1.1421 0.1750 0.1 -0.4 0.2
O -4.2326 1.0384 1.6121 0.9 -1.9 -1.4
O -4.0015 -1.1519 2.6535 0.6 0.1 -1.9
H 0.1044 0.2473 4.3458 -0.4 0.0 -0.9
H 0.4544 0.6905 2.6502 -0.8 -0.5 0.2
H -1.3035 0.4883 3.2680 0.8 -0.2 -0.4
H 0.8924 -1.7294 3.2390 -1.1 0.1 0.1
H 0.5896 -1.7304 0.9698 -0.9 -0.3 0.4
H -1.9039 -1.2735 -1.0111 -0.2 0.0 0.3
H -0.6145 1.8540 0.9460 0.0 -0.4 -0.7
H -1.5319 1.8617 -0.6058 0.6 -0.5 0.6
H 0.1572 0.4626 -1.7616 0.5 0.3 0.7
H 1.1090 0.2322 -0.2062 -0.5 0.4 -0.8
H 0.7785 3.0840 -1.4460 0.2 -0.9 0.4
H 1.7536 2.5527 -0.0462 -0.1 -0.3 -0.9
H 3.5547 2.0063 -1.5008 -0.8 -0.3 -0.6
H 2.6434 2.8132 -2.8141 -0.1 -0.6 0.8
H 2.2504 0.9614 -3.8224 0.3 -0.4 0.1
H 3.8198 -0.1418 -4.6230 0.2 0.1 0.2
H 4.2179 -1.6140 -1.5912 0.4 0.5 0.1
H 3.0529 -0.7274 -0.9217 0.4 0.3 0.2
H -6.0736 -1.1119 0.6050 1.0 0.4 -0.2
H -4.9536 -0.5860 -0.7847 -0.1 -0.5 0.6
H -4.7793 -2.2276 0.0793 0.0 1.0 -0.2
```
Positions in Å, forces in eV/Å.

The calculation puts the HOMO energy at -5.374 eV. Its energy relative to the best compared isomer or geometry (same formula, charge and spin) is 133.9 kJ/mol. The charge is -1. As for the orbital gap: 0.290 Eh.

=====

Record 2
# C4H3O2

The ion C4H3O2 with charge +1 in a non-equilibrium geometry (ωB97M-V/def2-TZVPD, the Open Molecules 2025 dataset).

```
9
Properties=species:S:1:pos:R:3:forces:R:3
C -1.0481 0.0244 -0.1392 -1.9 -3.2 -0.1
C 1.5943 -0.7321 0.2292 -0.2 -1.5 -0.8
C 0.2895 -0.1194 0.0990 1.0 -0.6 -2.8
C 1.4825 0.1662 -0.8833 -0.1 -1.2 -0.1
O -1.6657 1.1206 0.0756 -1.3 3.0 0.5
O 1.3874 0.6804 0.4669 1.3 3.7 2.9
H -1.5532 -0.8672 -0.5240 0.2 0.3 0.2
H 2.1244 -1.4232 0.8433 0.5 -0.1 0.3
H -2.6112 1.1503 -0.1674 0.6 -0.3 0.0
```
Positions in Å, forces in eV/Å.

As for the spin multiplicity: 3. The calculation puts the HOMO energy (spin up / spin down) at -12.319 / -16.780 eV. Its energy relative to the best compared isomer or geometry (same formula, charge and spin) is 636.7 kJ/mol. The charge is +1. As for the orbital gap (spin up / spin down): 0.323 / 0.285 Eh.

=====

Q: Which value of energy relative to the best compared isomer or geometry (same formula, charge and spin) does entry 2 give?
A: 636.7 kJ/mol

=====

Q: Which value of charge does entry 1 give?
A: -1

=====

Q: What is the charge in the first record?
A: -1

=====

Repeat the first record exactly.
# C9H21GaI2N3O2S

A structure of composition C9H21GaI2N3O2S in a non-equilibrium geometry (ωB97M-V/def2-TZVPD, the Open Molecules 2025 dataset).

```
39
Properties=species:S:1:pos:R:3:forces:R:3
C -0.2560 0.1089 3.2879 0.1 -0.7 1.2
C -0.1666 -1.4322 3.0034 1.1 0.0 -0.8
I -1.3634 -2.5991 4.4386 0.5 0.9 0.0
C -0.4117 -1.8228 1.4749 -0.1 0.7 1.1
I -1.0345 -3.8996 1.2812 0.5 0.3 -0.7
Ga -1.6931 -0.5872 0.4422 1.3 0.3 -1.3
C -0.8250 1.2551 0.0273 0.1 0.0 -0.3
C 0.4854 0.9497 -0.8141 -0.5 0.6 0.9
C 1.3775 2.2192 -1.0496 0.0 0.0 -0.5
C 2.5859 1.9738 -2.0679 -0.4 0.8 0.7
N 2.4405 0.7209 -2.8577 1.4 0.1 1.4
C 3.5662 -0.1560 -2.7350 0.0 -0.1 -1.7
N 4.2202 -0.5465 -3.7757 -0.3 -0.3 0.9
N 3.9426 -0.6411 -1.4284 -1.8 0.1 -1.3
S -3.8132 -0.3997 1.3639 -2.9 1.4 3.2
C -5.0388 -1.1421 0.1750 0.1 -0.4 0.2
O -4.2326 1.0384 1.6121 0.9 -1.9 -1.4
O -4.0015 -1.1519 2.6535 0.6 0.1 -1.9
H 0.1044 0.2473 4.3458 -0.4 0.0 -0.9
H 0.4544 0.6905 2.6502 -0.8 -0.5 0.2
H -1.3035 0.4883 3.2680 0.8 -0.2 -0.4
H 0.8924 -1.7294 3.2390 -1.1 0.1 0.1
H 0.5896 -1.7304 0.9698 -0.9 -0.3 0.4
H -1.9039 -1.2735 -1.0111 -0.2 0.0 0.3
H -0.6145 1.8540 0.9460 0.0 -0.4 -0.7
H -1.5319 1.8617 -0.6058 0.6 -0.5 0.6
H 0.1572 0.4626 -1.7616 0.5 0.3 0.7
H 1.1090 0.2322 -0.2062 -0.5 0.4 -0.8
H 0.7785 3.0840 -1.4460 0.2 -0.9 0.4
H 1.7536 2.5527 -0.0462 -0.1 -0.3 -0.9
H 3.5547 2.0063 -1.5008 -0.8 -0.3 -0.6
H 2.6434 2.8132 -2.8141 -0.1 -0.6 0.8
H 2.2504 0.9614 -3.8224 0.3 -0.4 0.1
H 3.8198 -0.1418 -4.6230 0.2 0.1 0.2
H 4.2179 -1.6140 -1.5912 0.4 0.5 0.1
H 3.0529 -0.7274 -0.9217 0.4 0.3 0.2
H -6.0736 -1.1119 0.6050 1.0 0.4 -0.2
H -4.9536 -0.5860 -0.7847 -0.1 -0.5 0.6
H -4.7793 -2.2276 0.0793 0.0 1.0 -0.2
```
Positions in Å, forces in eV/Å.

The calculation puts the HOMO energy at -5.374 eV. Its energy relative to the best compared isomer or geometry (same formula, charge and spin) is 133.9 kJ/mol. The charge is -1. As for the orbital gap: 0.290 Eh.